1.
A 2-piece molecular cluster, C10H12BClF5O4P overall at a distorted geometry, computed with the ωB97M-V functional and the def2-TZVPD basis.

Structure (XYZ):
```
34
Properties=species:S:1:pos:R:3:forces:R:3
C 2.146 -0.627 2.169 -0.04 -0.49 -0.49
C 2.528 -0.259 0.754 -0.14 0.02 0.79
C 3.635 -0.848 0.188 0.20 -0.43 0.59
C 3.980 -0.561 -1.095 1.50 -0.85 -0.85
C 3.270 0.308 -1.867 -0.17 0.55 -1.04
C 2.172 0.913 -1.332 -0.35 0.30 -0.29
C 1.819 0.623 -0.037 -1.41 0.63 0.70
C 0.555 1.304 0.505 0.83 -0.19 -0.15
P -0.954 0.332 0.309 0.56 0.70 -0.30
O -1.653 0.256 1.728 0.21 0.15 -0.40
O -1.799 1.020 -0.773 0.02 -0.61 0.64
B -3.207 1.324 -0.469 -1.81 0.77 -0.65
O -3.580 2.549 -0.734 0.63 -0.14 0.63
O -4.069 0.359 0.018 1.49 -0.55 0.18
C -0.680 -1.446 -0.207 -0.65 -0.59 0.33
F 0.160 -1.530 -1.240 0.16 0.41 -0.16
F -0.148 -2.115 0.836 0.03 0.07 0.17
C -1.983 -2.209 -0.643 0.84 -0.28 -0.72
F -2.867 -2.282 0.328 -0.08 0.14 -0.02
F -2.468 -1.644 -1.744 -0.31 0.17 0.41
F -1.582 -3.440 -0.983 -0.16 -0.03 0.31
H 2.956 -0.436 2.872 -0.05 0.17 0.03
H 1.960 -1.702 2.172 0.03 0.01 0.22
H 1.224 -0.162 2.505 0.07 0.11 0.20
H 4.225 -1.560 0.751 0.01 0.00 0.10
H 4.840 -1.054 -1.532 0.04 0.00 0.05
H 3.537 0.522 -2.892 0.18 -0.09 -0.02
H 1.564 1.591 -1.918 0.02 0.06 -0.02
H 0.412 2.257 -0.009 -0.29 -0.16 -0.15
H 0.730 1.551 1.552 -0.37 -0.13 0.13
H -1.584 1.147 2.113 -0.23 -0.21 0.46
H -4.619 2.570 -0.677 -0.28 0.66 -1.03
H -4.259 0.508 0.948 -0.53 -0.05 -0.07
Cl -6.261 2.736 -1.597 0.06 -0.11 0.43
```
Forces are in eV/Å.

- Calculated total energy: -2015.093093 Ha
- Orbital gap: 6.17 eV


2.
C10H12BF6N5O4S4V as an isolated structure at a distorted geometry, computed with the ωB97M-V functional and the def2-TZVPD basis.

Structure (XYZ):
```
43
Properties=species:S:1:pos:R:3:forces:R:3
V -0.184 -0.383 -0.974 -0.27 1.67 3.15
F -3.033 0.226 -3.875 0.03 -0.06 0.02
C -1.733 0.065 -3.610 -0.59 0.38 -0.26
F -1.079 -0.001 -4.741 0.12 -0.29 0.03
F -1.338 1.153 -2.936 0.13 -0.19 0.05
S -1.721 -1.468 -2.481 -1.83 -1.07 -1.75
O -2.110 -0.775 -1.223 -0.33 0.10 0.20
O -2.699 -2.318 -3.054 0.03 -0.20 -0.02
N -0.341 -2.106 -2.152 0.02 0.11 0.03
S 1.113 -1.606 -2.827 1.00 -0.57 -1.06
O 1.000 -1.649 -4.264 0.20 0.09 -0.11
O 0.978 -0.106 -2.307 0.78 0.79 -1.55
C 1.935 -3.744 -2.207 0.45 -1.00 0.51
F 1.719 -4.799 -2.977 -0.11 0.09 -0.15
F 3.249 -3.567 -2.066 -0.07 0.18 -0.18
F 1.412 -3.959 -1.002 -0.07 0.04 -0.09
C -3.651 1.643 0.327 -0.03 0.05 -0.10
N -2.832 1.158 1.424 0.18 -0.17 0.03
C -3.302 0.699 2.628 -0.01 -0.03 0.15
C -2.217 0.412 3.383 -0.09 0.01 0.06
N -1.087 0.694 2.654 -0.18 0.06 -0.34
B 0.314 0.540 3.357 0.07 -0.07 -0.08
N 1.482 0.913 2.407 0.04 -0.18 -0.09
C 2.373 1.936 2.586 0.10 0.16 -0.02
C 3.305 1.867 1.605 0.03 0.11 0.15
N 2.974 0.787 0.822 -0.23 -0.11 0.15
C 3.704 0.300 -0.336 -0.03 -0.08 -0.10
C 1.855 0.231 1.327 0.12 0.00 -0.14
S 1.098 -1.180 0.657 0.68 -1.06 1.01
C -1.476 1.124 1.447 -0.04 0.23 0.08
S -0.516 1.668 0.104 -0.13 1.00 0.23
H -4.692 1.601 0.636 0.01 0.00 0.03
H -3.511 1.025 -0.553 0.02 -0.04 -0.05
H -3.381 2.669 0.085 0.00 -0.01 0.02
H -4.352 0.612 2.838 0.00 0.03 -0.01
H -2.144 0.037 4.388 -0.02 -0.01 -0.01
H 0.440 -0.610 3.671 -0.06 -0.09 0.12
H 0.334 1.304 4.280 0.04 0.06 0.12
H 2.278 2.623 3.407 -0.02 -0.01 -0.01
H 4.178 2.467 1.420 -0.02 -0.01 -0.06
H 4.679 0.777 -0.361 0.00 0.01 0.03
H 3.157 0.520 -1.251 -0.01 0.06 -0.01
H 3.820 -0.779 -0.256 0.06 0.02 -0.01
```
Forces are in eV/Å.

- Calculated total energy: -4123.829040 Ha
- Orbital gap (alpha / beta): 8.10 / 8.13 eV
- Spin multiplicity: 4
- <S²>: 3.773


3.
C10H12BF9N4O3OsS as an isolated structure at a distorted geometry, computed with the ωB97M-V functional and the def2-TZVPD basis.

Structure (XYZ):
```
41
Properties=species:S:1:pos:R:3:forces:R:3
Os 0.451 0.707 -0.672 -1.53 -1.73 -1.69
N -1.761 0.943 -0.249 -0.07 0.20 0.05
C -2.411 0.150 -1.304 -0.21 0.29 -0.31
C -1.734 0.417 -2.657 -2.63 -0.59 -0.28
O -2.375 0.425 -3.689 0.71 -0.04 0.86
N -0.377 0.633 -2.561 3.54 1.78 0.41
C 0.169 1.331 -3.593 -0.89 -2.34 0.29
C -0.064 3.251 -2.876 -0.22 1.05 0.44
O -0.124 3.914 -3.832 0.16 0.07 -0.86
O -0.113 3.093 -1.703 0.36 -0.69 1.24
H -2.139 0.740 0.677 0.20 -0.01 -0.23
H -1.915 1.939 -0.425 -0.09 -0.25 0.16
H -3.486 0.350 -1.409 0.26 -0.02 -0.07
H -2.250 -0.914 -1.104 0.08 0.15 -0.12
H -0.425 1.395 -4.497 -0.10 0.21 0.07
H 1.241 1.331 -3.707 0.17 0.20 0.38
F 3.161 -0.213 -0.377 0.29 0.07 0.25
C 2.448 0.595 -1.207 -0.71 -0.22 0.46
F 2.700 0.086 -2.460 0.10 0.06 -0.51
C 3.081 2.007 -1.150 0.10 0.07 -0.01
F 2.420 2.758 -0.247 0.06 0.00 0.12
F 4.369 2.037 -0.839 0.16 -0.11 0.03
F 2.936 2.637 -2.330 -0.08 0.05 -0.32
C 0.709 -2.878 2.867 1.01 -0.20 0.29
N -0.623 -2.554 2.449 -0.75 0.41 -0.75
C -1.732 -2.641 3.243 -0.60 0.01 0.15
C -2.806 -2.270 2.509 0.06 -0.13 0.44
N -2.335 -1.949 1.263 0.43 -0.13 0.28
C -0.987 -2.128 1.224 -0.19 0.23 -0.02
S 0.000 -1.983 -0.147 0.92 1.51 -1.04
H 0.732 -3.893 3.261 -0.07 -0.02 -0.03
H 1.047 -2.175 3.627 -0.09 0.00 -0.08
H 1.382 -2.795 2.016 -0.12 0.01 0.08
H -1.669 -2.973 4.258 0.00 -0.01 0.21
H -3.843 -2.210 2.763 -0.16 -0.01 0.08
H -2.909 -1.741 0.462 0.20 -0.05 0.03
F 1.003 0.351 3.560 -0.70 -0.02 0.69
B 1.932 0.498 2.582 -0.59 -0.18 -0.81
F 1.042 0.929 1.316 -0.17 0.37 0.12
F 2.806 1.484 2.769 0.61 0.79 0.09
F 2.448 -0.685 2.190 0.56 -0.77 -0.12
```
Forces are in eV/Å.

- Calculated total energy: -2245.692311 Ha
- Orbital gap (alpha / beta): 6.05 / 6.06 eV